# C5H7ClN2S2

A 2-piece molecular cluster, C5H7ClN2S2 overall (ωB97M-V/def2-TZVPD, the Open Molecules 2025 dataset).

Computed properties:
LUMO level (alpha / beta) in eV: -1.854 / -1.854
Net charge: 0
Largest force on an atom in Eh/bohr: 0.09731
Gap between HOMO and LUMO (alpha / beta) in Ha: 0.224 / 0.224
Energy above the lowest of the compared OMol25 structures with the same formula, charge and spin in kJ/mol: 139.3

Geometry (Å):
C 2.349 1.507 0.373
C 0.587 -0.706 -0.372
C -0.068 1.388 -2.378
C -1.088 1.310 -1.164
C 3.905 -0.001 -0.562
N 1.482 2.126 0.926
N 2.839 0.834 -0.550
S 0.642 -2.060 -1.133
S -0.296 0.436 0.357
Cl 4.298 -0.844 1.001
H 0.864 1.833 -2.085
H 0.268 0.439 -2.766
H -0.493 1.681 -3.286
H -2.012 0.771 -1.611
H -1.261 2.234 -0.765
H 4.787 0.562 -0.740
H 3.881 -0.703 -1.417